1.
Entry from the Open Molecules 2025 dataset: a molecular structure, C18H9Br2F5NO3Pd at a distorted geometry (ωB97M-V/def2-TZVPD).

ORCA input file:
```
! RIJCOSX wB97M-V def2-TZVPD def2/J DEFGRID3
* xyz -1 1
Pd 0.692 0.468 1.153
Br 5.014 -1.599 -0.130
C 3.343 -2.441 -0.418
C 3.326 -3.650 -1.117
C 2.150 -4.303 -1.345
Br 2.187 -5.951 -2.300
C 0.928 -3.770 -0.874
C -0.328 -4.394 -1.042
C -1.452 -3.812 -0.533
C -1.328 -2.584 0.142
N -0.186 -1.974 0.304
C 0.947 -2.534 -0.174
C 2.194 -1.822 0.082
O 2.273 -0.721 0.728
H 4.259 -4.062 -1.475
H -0.381 -5.336 -1.572
H -2.422 -4.278 -0.643
H -2.201 -2.090 0.557
F 1.597 0.448 3.770
C 0.763 -0.306 2.971
F 1.243 -1.584 3.046
C -0.578 -0.340 3.724
F -1.497 -1.052 3.057
F -0.466 -0.896 4.947
F -1.063 0.896 3.898
O 0.705 1.787 -0.569
C -0.358 2.303 -0.101
O -0.900 1.850 0.967
C -0.997 3.459 -0.797
C -0.581 3.809 -2.076
C -1.173 4.880 -2.727
C -2.174 5.608 -2.097
C -2.586 5.261 -0.817
C -2.000 4.185 -0.168
H 0.208 3.230 -2.538
H -0.854 5.149 -3.726
H -2.634 6.447 -2.605
H -3.364 5.832 -0.325
H -2.308 3.889 0.826
*
```

Summary:
* highest occupied orbital energy: -4.65 eV
* HOMO-LUMO gap: 0.26404 Eh

2.
Entry from the Open Molecules 2025 dataset: a molecular structure, C49H64AsN5OReS2SbSeTe (ωB97M-V/def2-TZVPD).

ORCA input file:
```
! RIJCOSX wB97M-V def2-TZVPD def2/J DEFGRID3
* xyz 1 4
Re 1.042 0.731 0.214
S 0.681 2.793 -1.207
C -0.756 3.305 -2.119
C -0.650 4.596 -2.661
C -1.602 5.087 -3.533
C -2.695 4.304 -3.891
C -2.827 3.045 -3.335
C -1.876 2.539 -2.448
As -2.105 0.842 -1.539
C -2.780 -0.329 -2.946
C -4.055 -0.266 -3.504
C -4.427 -1.154 -4.503
C -3.533 -2.121 -4.947
C -2.271 -2.208 -4.379
C -1.900 -1.322 -3.376
C -3.766 1.256 -0.599
C -4.098 2.560 -0.243
C -5.224 2.810 0.533
C -6.025 1.761 0.961
C -5.695 0.457 0.614
C -4.568 0.206 -0.156
H 0.204 5.204 -2.388
H -1.492 6.086 -3.936
H -3.440 4.679 -4.580
H -3.689 2.440 -3.589
H -4.770 0.465 -3.144
H -5.419 -1.097 -4.932
H -3.829 -2.815 -5.723
H -1.578 -2.977 -4.701
H -0.924 -1.419 -2.906
H -3.479 3.388 -0.565
H -5.477 3.829 0.798
H -6.908 1.958 1.555
H -6.318 -0.367 0.940
H -4.313 -0.816 -0.415
C 2.565 2.146 -5.284
N 1.839 1.041 -4.607
C 0.373 1.319 -4.556
C 2.406 0.777 -3.229
C 1.985 -0.565 -2.695
C 2.207 -1.648 -3.555
C 1.870 -2.937 -3.203
C 1.356 -3.143 -1.931
C 1.199 -2.081 -1.058
C 1.467 -0.733 -1.390
H 2.118 2.324 -6.259
H 3.612 1.873 -5.390
H 2.472 3.035 -4.663
H 1.957 0.184 -5.148
H 0.228 2.289 -4.090
H -0.101 0.544 -3.959
H -0.021 1.311 -5.569
H 2.030 1.586 -2.606
H 3.490 0.863 -3.340
H 2.697 -1.499 -4.517
H 2.040 -3.761 -3.882
H 1.111 -4.147 -1.609
H 0.862 -2.306 -0.056
C -2.908 1.555 3.004
N -1.740 1.709 3.865
C -1.769 1.565 5.235
C -0.515 1.779 5.682
N 0.261 2.060 4.583
C 1.693 2.314 4.626
C -0.492 2.025 3.471
Se -0.023 2.588 1.701
H -3.649 2.312 3.254
H -3.327 0.560 3.143
H -2.598 1.669 1.970
H -2.669 1.296 5.759
H -0.098 1.718 6.670
H 1.917 2.908 5.509
H 1.962 2.868 3.731
H 2.231 1.369 4.649
C -0.568 -5.581 1.033
C -2.042 -5.248 1.216
C -2.337 -3.759 1.119
N -1.714 -3.048 2.233
C -1.185 -1.838 2.182
S -1.270 -0.871 0.785
N -0.615 -1.300 3.308
C -0.219 -1.813 4.543
O 0.288 -1.061 5.341
C -0.353 -3.276 4.818
C -1.391 -3.751 5.611
C -1.483 -5.111 5.875
C -0.533 -5.984 5.360
C 0.511 -5.501 4.583
C 0.601 -4.146 4.302
H -0.402 -6.657 1.087
H 0.050 -5.110 1.797
H -0.209 -5.235 0.064
H -2.402 -5.628 2.178
H -2.637 -5.751 0.451
H -3.415 -3.581 1.146
H -1.956 -3.332 0.191
H -1.701 -3.540 3.116
H -0.227 -0.377 3.141
H -2.118 -3.063 6.024
H -2.289 -5.487 6.491
H -0.603 -7.042 5.573
H 1.256 -6.181 4.191
H 1.406 -3.758 3.687
C 5.329 -1.045 0.084
C 5.029 0.193 -0.748
Sb 3.568 1.556 0.019
C 4.447 2.343 1.802
C 4.859 3.806 1.771
C 3.999 3.217 -1.315
C 5.404 3.236 -1.905
H 6.178 -1.582 -0.345
H 4.475 -1.719 0.114
H 5.578 -0.794 1.116
H 4.693 -0.098 -1.745
H 5.924 0.805 -0.875
H 5.289 1.685 2.027
H 3.696 2.145 2.565
H 5.590 4.018 0.990
H 5.314 4.088 2.722
H 4.003 4.463 1.612
H 3.814 4.112 -0.720
H 3.241 3.231 -2.094
H 6.181 3.205 -1.139
H 5.566 4.147 -2.486
H 5.581 2.389 -2.572
Te 2.322 -0.593 2.065
*
```

Summary:
* highest occupied orbital energy (alpha / beta): -8.45 / -8.62 eV
* HOMO-LUMO gap (alpha / beta): 0.24506 / 0.22594 Eh

3.
Entry from the Open Molecules 2025 dataset: a molecular structure, C8H5BBr2Cl5NRh (ωB97M-V/def2-TZVPD).

ORCA input file:
```
! RIJCOSX wB97M-V def2-TZVPD def2/J DEFGRID3
* xyz 1 5
Rh 0.387 -0.523 0.486
Br 3.225 -0.780 0.866
C 2.902 -0.108 2.644
Br 1.019 -0.284 3.091
H 3.152 0.945 2.669
H 3.468 -0.698 3.353
Cl -2.456 -0.142 0.614
C -1.737 1.313 -0.030
C -0.360 1.272 -0.170
C 0.286 2.392 -0.667
Cl 2.004 2.365 -0.839
C -0.437 3.533 -1.014
Cl 0.368 4.919 -1.616
C -1.829 3.541 -0.865
Cl -2.725 4.932 -1.288
C -2.499 2.417 -0.365
Cl -4.198 2.406 -0.171
B -0.091 -5.042 -1.077
C 0.076 -3.602 -0.611
N 0.196 -2.536 -0.197
H -0.910 -5.156 -2.060
H 0.050 -5.182 -2.347
H 0.109 -5.981 -0.405
*
```

Summary:
* highest occupied orbital energy (alpha / beta): -11.87 / -11.84 eV
* HOMO-LUMO gap (alpha / beta): 0.31442 / 0.22191 Eh

4.
Entry from the Open Molecules 2025 dataset: a molecular structure, C27H38BrClN3O6Tm at a distorted geometry (ωB97M-V/def2-TZVPD).

ORCA input file:
```
! RIJCOSX wB97M-V def2-TZVPD def2/J DEFGRID3
* xyz 0 3
O 0.451 0.110 -1.908
C -0.356 0.260 -3.027
C -0.075 1.609 -3.668
C 0.557 2.643 -2.975
H 0.888 2.480 -1.952
C 0.767 3.875 -3.599
H 1.280 4.660 -3.035
C 0.311 4.077 -4.907
H 0.466 5.048 -5.382
C -0.339 3.042 -5.595
H -0.698 3.201 -6.616
C -0.530 1.812 -4.966
H -1.043 0.983 -5.459
H -0.141 -0.513 -3.794
C -2.181 -1.403 -2.368
C -1.834 0.031 -2.653
H -3.258 -1.594 -2.453
H -1.888 -1.646 -1.338
H -1.623 -2.072 -3.040
C -2.652 1.066 -2.455
C -4.066 1.041 -1.957
H -2.284 2.089 -2.614
H -4.763 1.469 -2.695
H -4.167 1.678 -1.062
H -4.410 0.028 -1.693
Tm 0.130 0.092 0.215
Cl -2.546 0.344 0.506
C -1.108 0.103 2.830
O -0.419 -0.731 2.188
N -1.245 0.097 4.129
C -0.697 -1.051 4.830
C -1.950 1.140 4.879
H -1.682 0.917 2.325
H -0.151 -1.617 4.073
H -1.520 -1.651 5.233
H -0.033 -0.704 5.625
H -2.130 1.995 4.215
H -1.339 1.466 5.730
H -2.919 0.778 5.252
H 4.846 1.878 -2.053
H 4.760 2.232 0.620
C 3.759 1.777 -1.927
C 3.695 1.978 0.550
N 3.454 1.160 -0.640
H 3.344 1.145 -2.718
C 3.015 -0.106 -0.588
O 2.358 -0.597 0.365
H 3.364 1.448 1.443
H 3.192 -0.689 -1.513
H 3.310 2.778 -1.983
H 3.130 2.917 0.451
H -0.083 -5.414 0.549
H 2.119 -5.584 -1.093
C -0.476 -4.880 -0.327
C 1.593 -4.867 -1.736
N 0.586 -4.119 -0.988
H -1.251 -4.178 -0.011
C 0.655 -2.803 -0.867
O -0.105 -2.135 -0.104
H 2.320 -4.154 -2.142
H 1.412 -2.297 -1.500
H -0.878 -5.613 -1.037
H 1.136 -5.423 -2.564
Br -1.017 4.885 0.931
C -0.013 4.704 2.514
C -0.069 5.726 3.474
C 0.645 5.606 4.681
C 1.429 4.466 4.934
C 1.489 3.459 3.974
C 0.791 3.561 2.759
C 0.824 2.339 1.887
O 1.420 1.331 2.353
O 0.266 2.342 0.716
H -0.675 6.615 3.282
H 0.588 6.406 5.424
H 1.996 4.346 5.868
H 2.076 2.553 4.134
*
```

Summary:
* highest occupied orbital energy: -7.59 eV
* HOMO-LUMO gap: 0.28865 Eh